No. 1
{"formula": "C11H14BaIO2", "method": "ωB97M-V/def2-TZVPD", "homo_lumo_gap_ev": 5.7, "total_energy_ev": -24503.9546, "homo_ev": -9.64, "charge": 1, "symbols": ["O", "C", "C", "C", "C", "I", "C", "O", "C", "C", "C", "C", "C", "C", "H", "H", "H", "H", "H", "H", "H", "H", "H", "H", "H", "H", "H", "H", "Ba"], "coordinates": [[1.15409, -0.60659, 2.08765], [1.27030, -1.61825, 1.10329], [2.67085, -1.44450, 0.25647], [3.30011, 0.06396, 0.33690], [2.51210, 1.21848, -0.51369], [1.66353, 2.65190, 0.91854], [0.09180, -1.44435, -0.03292], [-1.22145, -1.75603, 0.45222], [-2.04704, -0.64127, 0.11130], [-2.38083, -0.37868, -1.29674], [-3.19481, 0.79101, -1.62681], [-3.61798, 1.65336, -0.52105], [-3.29909, 1.37386, 0.88061], [-2.48726, 0.20412, 1.20552], [0.25178, -0.60613, 2.45901], [3.43816, -2.14131, 0.68941], [2.48736, -1.79262, -0.83128], [3.43351, 0.36882, 1.39907], [4.33985, -0.00672, -0.10404], [3.29514, 1.79752, -1.15131], [1.73068, 0.81922, -1.26834], [0.30315, -2.07667, -0.98587], [0.10249, -0.28554, -0.28395], [-1.97862, -1.09417, -2.06048], [-3.46437, 1.00964, -2.68320], [-4.22317, 2.56151, -0.73125], [-3.63281, 2.01742, 1.72613], [-2.18453, -0.06186, 2.24922], [1.68707, -0.57613, -1.78441]], "forces_ev_per_a": [[-0.039, 0.163, -0.891], [-0.614, -0.329, -3.158], [0.082, -0.844, 3.136], [0.543, -0.944, -2.112], [1.710, 3.200, 1.859], [0.169, -0.463, -0.971], [0.928, -0.140, 2.274], [0.627, 1.984, -0.924], [-1.478, 1.088, -0.211], [-0.481, 1.080, 1.767], [0.930, -0.690, 2.497], [0.552, -1.012, 0.556], [0.993, -1.594, -1.546], [-0.445, 0.283, -2.192], [0.555, -0.305, -0.298], [-0.543, 0.773, -0.516], [3.073, -3.077, 4.450], [-0.728, -0.338, -0.841], [-0.999, 0.206, 0.488], [-1.462, -0.889, 0.914], [1.976, 11.705, 6.197], [-0.836, 0.222, 1.580], [-1.165, -1.098, 0.145], [-0.669, 0.776, 0.688], [0.196, -0.131, 1.054], [0.516, -0.852, 0.069], [0.185, -0.447, -1.055], [-0.448, 0.321, -1.112], [-3.129, -8.651, -11.849]], "lowdin_charge": [-0.106, -0.233, -0.345, -0.277, -0.800, 0.890, -0.411, -0.068, -0.261, -0.027, -0.057, -0.073, -0.047, 0.004, 0.097, 0.127, -0.108, 0.105, 0.116, 0.094, -0.307, 0.059, 0.042, 0.110, 0.105, 0.101, 0.109, 0.122, 2.041]}

---

No. 2
{"formula": "C23H37N4O3Si3V", "method": "ωB97M-V/def2-TZVPD", "homo_lumo_gap_ev": 7.5, "total_energy_ev": -85864.7647, "homo_ev": -15.74, "charge": 2, "symbols": ["V", "O", "C", "N", "C", "C", "C", "C", "C", "C", "N", "C", "C", "C", "C", "C", "N", "H", "H", "H", "H", "H", "H", "H", "H", "H", "H", "C", "O", "Si", "C", "C", "C", "Si", "C", "C", "C", "Si", "C", "C", "C", "H", "H", "H", "H", "H", "H", "H", "H", "H", "H", "H", "H", "H", "H", "H", "H", "H", "H", "H", "H", "H", "H", "H", "H", "H", "H", "H", "O", "C", "N"], "coordinates": [[0.23107, 0.17312, -0.23228], [0.04460, 2.72342, 2.78823], [0.34676, 1.82031, 2.05976], [-0.39466, 1.42759, 0.93991], [-1.60258, 2.17999, 0.62366], [-1.40854, 2.60753, -0.79345], [-1.94248, 3.74432, -1.36310], [-1.61008, 4.04595, -2.67461], [-0.74314, 3.20805, -3.36145], [-0.25724, 2.08494, -2.72691], [-0.60427, 1.77399, -1.47158], [1.54787, 0.96064, 2.25202], [2.42797, 1.16892, 3.29092], [3.51942, 0.31942, 3.40438], [3.67854, -0.68963, 2.46796], [2.75448, -0.82291, 1.44555], [1.69290, -0.01776, 1.34481], [-2.49039, 1.54723, 0.71379], [-1.70438, 3.01637, 1.31455], [-2.58246, 4.39083, -0.77865], [-1.99876, 4.93863, -3.14600], [-0.43377, 3.42329, -4.37413], [0.43344, 1.41758, -3.21708], [2.24218, 1.98289, 3.97824], [4.23582, 0.44691, 4.20456], [4.51540, -1.37214, 2.51350], [2.86684, -1.58615, 0.69155], [-0.71243, -1.17860, 2.68643], [-0.70060, -1.12666, 1.25151], [-1.35349, -2.28501, 0.20632], [-3.13038, -2.47817, 0.68024], [-0.56605, -3.92984, 0.49967], [-0.79040, -1.22595, -1.30028], [0.53413, -2.18320, -2.42255], [-0.25468, -3.75793, -3.03070], [1.14406, -1.27354, -3.92980], [2.08250, -2.67157, -1.47729], [-2.39561, -0.89832, -2.40849], [-3.38521, -2.47352, -2.57870], [-2.04780, -0.38366, -4.17137], [-3.55509, 0.35704, -1.65282], [-1.52570, -1.82276, 3.01464], [-0.88533, -0.17842, 3.07796], [0.23445, -1.56955, 3.05573], [-3.13193, -2.82994, 1.71662], [-3.64059, -3.25012, 0.10739], [-3.72240, -1.56686, 0.63979], [-0.78862, -4.20037, 1.53692], [0.50931, -3.98315, 0.36376], [-1.02388, -4.70223, -0.11998], [-0.92130, -3.58038, -3.87185], [-0.79093, -4.33602, -2.28104], [0.56598, -4.37859, -3.40082], [0.41660, -1.24090, -4.73759], [2.00053, -1.85029, -4.29237], [1.50744, -0.26441, -3.74475], [1.92969, -2.91838, -0.42977], [2.86554, -1.91750, -1.55610], [2.47030, -3.57631, -1.95212], [-2.92741, -3.19889, -3.24464], [-4.32632, -2.16536, -3.04458], [-3.64639, -2.98068, -1.65416], [-2.03852, -1.26356, -4.81722], [-1.13553, 0.16790, -4.35836], [-2.88433, 0.24150, -4.49549], [-3.80277, 0.18550, -0.60647], [-4.48705, 0.25397, -2.21597], [-3.23646, 1.38830, -1.77892], [3.88615, 1.13398, -1.78334], [2.81996, 0.83001, -1.48257], [1.68546, 0.47964, -1.19850]], "forces_ev_per_a": [[-1.009, -0.924, 0.030], [-0.029, 0.044, 0.009], [-0.078, -0.031, -0.040], [0.044, 0.590, 0.471], [0.069, -0.002, 0.083], [0.041, -0.036, -0.005], [0.005, 0.029, -0.025], [-0.011, 0.022, 0.014], [-0.017, -0.023, -0.021], [-0.049, -0.124, -0.079], [-0.016, -0.093, 0.204], [0.019, -0.036, -0.008], [-0.003, -0.013, 0.026], [0.002, 0.012, 0.010], [0.009, -0.024, 0.005], [-0.068, -0.038, -0.028], [0.014, 0.392, 0.080], [-0.003, 0.015, 0.029], [0.013, 0.010, -0.016], [-0.002, -0.001, -0.001], [-0.004, 0.001, 0.002], [0.000, 0.001, 0.001], [-0.022, -0.044, -0.024], [0.006, 0.001, 0.002], [0.000, -0.001, 0.001], [0.002, 0.002, 0.002], [0.006, 0.001, -0.020], [0.011, 0.016, 0.003], [0.284, 0.039, -0.262], [-0.026, 0.005, -0.215], [-0.092, 0.034, 0.100], [0.039, -0.085, -0.016], [0.144, 0.188, 0.065], [0.124, 0.096, 0.059], [-0.113, -0.022, 0.021], [-0.013, 0.050, -0.044], [0.003, -0.005, 0.039], [0.001, -0.023, -0.006], [-0.009, -0.134, 0.093], [0.022, 0.014, -0.002], [-0.019, 0.029, 0.027], [0.002, -0.009, 0.004], [-0.020, -0.006, 0.009], [-0.001, 0.000, 0.001], [0.001, 0.040, 0.034], [0.041, -0.001, 0.179], [-0.048, 0.014, -0.028], [0.002, -0.006, 0.009], [0.003, -0.035, 0.000], [-0.021, -0.011, 0.016], [-0.041, 0.014, -0.041], [-0.013, -0.022, -0.018], [-0.001, -0.009, 0.006], [0.028, -0.018, -0.002], [0.001, -0.007, -0.007], [0.034, 0.005, -0.026], [0.030, -0.010, 0.016], [0.019, -0.002, -0.002], [0.003, -0.001, -0.006], [0.042, -0.032, -0.048], [0.001, 0.003, -0.022], [-0.026, 0.061, -0.264], [0.027, -0.004, -0.010], [0.053, 0.137, 0.005], [-0.013, -0.018, -0.004], [-0.003, 0.008, 0.037], [-0.016, -0.017, 0.025], [-0.016, 0.008, -0.035], [0.051, 0.015, -0.010], [-0.114, -0.014, 0.069], [0.722, -0.013, -0.449]], "lowdin_charge": [0.987, 0.165, -0.419, -0.078, -0.070, -0.252, 0.026, 0.010, 0.001, -0.094, 0.033, -0.179, 0.060, 0.018, 0.010, -0.064, 0.028, 0.136, 0.145, 0.140, 0.133, 0.131, 0.096, 0.144, 0.135, 0.131, 0.097, -0.033, -0.376, 0.400, -0.126, -0.117, -0.398, 0.451, -0.146, -0.156, -0.168, 0.460, -0.148, -0.155, -0.147, 0.099, 0.100, 0.105, 0.056, 0.043, 0.044, 0.062, 0.029, 0.054, 0.036, 0.030, 0.060, 0.032, 0.063, 0.013, 0.001, 0.029, 0.062, 0.031, 0.064, 0.007, 0.050, 0.003, 0.057, 0.024, 0.061, 0.020, 0.269, -0.325, 0.007]}

---

No. 3
{"formula": "C6H12O", "method": "ωB97M-V/def2-TZVPD", "homo_lumo_gap_ev": 9.0, "total_energy_ev": -8460.6827, "homo_ev": -8.36, "symbols": ["C", "C", "C", "C", "C", "C", "H", "H", "H", "H", "H", "H", "H", "H", "H", "H", "H", "H", "O"], "coordinates": [[-2.07607, -1.65023, 0.38447], [-0.76849, -1.01890, -0.09322], [0.32254, -1.89616, -0.11293], [0.03519, 2.04817, -2.15422], [-0.10365, 0.62074, -1.60214], [-0.93823, 0.33496, -0.56602], [-2.75348, -0.70565, 0.57850], [-1.93012, -2.39224, 1.08287], [-2.68068, -2.00352, -0.46716], [0.14679, -3.13330, -0.20123], [1.42573, -1.63038, -0.24133], [-0.88777, 2.67030, -2.03632], [0.77649, 2.69628, -1.66883], [0.32407, 2.09867, -3.25166], [0.82930, 0.04291, -1.74375], [-1.43582, 1.14659, 0.05676], [2.55543, 1.24709, 3.73365], [3.62191, 0.35547, 4.44846], [3.53686, 1.16919, 3.85410]], "forces_ev_per_a": [[-1.688, 4.042, -2.866], [0.740, -4.201, 1.099], [-0.596, -0.826, -0.817], [-0.719, 0.669, -1.141], [0.706, 2.954, 1.315], [2.838, 1.207, -0.498], [1.083, -2.061, 0.949], [-0.171, -1.231, 1.824], [0.507, -0.481, 0.008], [0.261, 3.668, 0.901], [-1.808, -0.048, -0.086], [0.394, -0.816, -0.194], [0.285, -0.658, 0.265], [-0.468, -0.336, 1.199], [-1.295, -0.535, -0.572], [-0.065, -1.345, -1.375], [1.338, -0.072, 0.122], [-0.127, 1.716, -1.258], [-1.213, -1.648, 1.127]], "lowdin_charge": [-0.087, -0.404, 0.000, -0.124, -0.129, -0.116, 0.105, 0.034, 0.080, 0.122, 0.058, 0.072, 0.065, 0.079, 0.105, 0.142, 0.047, 0.067, -0.114]}